Below is an isolated ion of composition C24H54N5O3S and charge +1, with properties calculated with ωB97M-V/def2-TZVPD.

Calculated values
* E_HOMO: -11.4 eV
* M: 492.79 g/mol
* SMILES: CCCCN[C@H]1N(N)C[C@H](S(C)(=O)=O)[N@@H+](CCCCCCCCCCCCOC)[C@]1(C)CN
* E: -1844.2028 a.u.

Structure (ORCA input):
```
! RIJCOSX wB97M-V def2-TZVPD def2/J DEFGRID3
* xyz 1 1
C -1.05 -4.36 1.17
C 0.12 -4.10 2.11
C 0.29 -2.59 2.39
C 1.74 -2.13 2.61
N 2.04 -0.84 1.95
C 2.98 -1.01 0.84
N 2.48 -1.97 -0.12
N 3.43 -2.97 -0.50
C 1.58 -1.46 -1.12
C 1.91 -0.10 -1.77
S 2.87 -0.39 -3.32
C 3.88 1.02 -3.68
O 1.83 -0.44 -4.30
O 3.71 -1.53 -3.14
N 2.43 0.91 -0.77
C 1.27 1.65 -0.13
C 1.45 3.17 -0.08
C 0.10 3.88 -0.32
C -0.81 3.88 0.91
C -1.37 2.50 1.26
C -2.78 2.50 1.84
C -3.18 1.13 2.40
C -2.75 -0.07 1.56
C -3.27 -0.08 0.11
C -4.01 -1.37 -0.29
C -5.52 -1.28 -0.09
C -6.22 -0.42 -1.14
O -5.73 -0.73 -2.44
C -5.77 0.34 -3.35
C 3.45 0.35 0.26
C 3.66 1.35 1.40
C 4.80 0.14 -0.44
N 5.46 1.34 -0.95
H -1.97 -3.96 1.61
H -0.90 -3.83 0.23
H -1.19 -5.42 0.97
H -0.09 -4.60 3.06
H 1.04 -4.51 1.69
H -0.31 -2.33 3.27
H -0.16 -2.04 1.55
H 2.44 -2.90 2.28
H 1.91 -1.99 3.68
H 1.16 -0.50 1.59
H 3.88 -1.47 1.26
H 3.02 -3.56 -1.21
H 4.26 -2.55 -0.91
H 1.49 -2.17 -1.94
H 0.58 -1.37 -0.69
H 0.98 0.29 -2.18
H 4.91 0.83 -3.39
H 3.79 1.12 -4.77
H 3.53 1.94 -3.23
H 2.93 1.62 -1.31
H 0.38 1.43 -0.72
H 1.09 1.23 0.85
H 1.82 3.47 0.90
H 2.16 3.49 -0.85
H -0.41 3.40 -1.16
H 0.30 4.91 -0.63
H -0.26 4.30 1.76
H -1.63 4.57 0.71
H -0.69 1.99 1.96
H -1.39 1.89 0.35
H -3.47 2.80 1.05
H -2.84 3.24 2.64
H -4.26 1.09 2.56
H -2.72 1.02 3.39
H -3.10 -0.99 2.06
H -1.66 -0.15 1.55
H -3.93 0.78 -0.06
H -2.43 0.05 -0.58
H -3.82 -1.57 -1.34
H -3.61 -2.22 0.28
H -5.96 -2.28 -0.06
H -5.72 -0.81 0.88
H -6.07 0.64 -0.92
H -7.30 -0.63 -1.11
H -4.79 0.83 -3.42
H -6.03 -0.04 -4.34
H -6.51 1.09 -3.07
H 2.77 1.50 2.00
H 4.41 0.91 2.06
H 4.02 2.31 1.04
H 4.72 -0.61 -1.22
H 5.44 -0.29 0.34
H 4.89 2.18 -0.92
H 6.29 1.56 -0.41
*
```



Below is one molecule with the formula C5H12O2, with properties calculated with ωB97M-V/def2-TZVPD.

Calculated values
* E_HOMO: -10.0 eV
* ΔE to the lowest compared entry with this formula, charge and spin: 0.528 eV
* M: 104.15 g/mol
* SMILES: CC[C@@H](O)[C@@H](C)O
* E: -348.1854 a.u.

Structure (ORCA input):
```
! RIJCOSX wB97M-V def2-TZVPD def2/J DEFGRID3
* xyz 0 1
C 2.29 0.21 1.38
C 0.85 0.61 1.08
C 0.32 -0.07 -0.18
O 0.45 -1.47 -0.11
C -1.15 0.28 -0.46
C -1.57 -0.17 -1.85
O -1.88 -0.40 0.55
H 2.36 -0.88 1.52
H 2.96 0.47 0.55
H 2.67 0.70 2.28
H 0.20 0.36 1.92
H 0.79 1.70 0.94
H 0.93 0.25 -1.04
H -0.30 -1.76 0.44
H -1.29 1.37 -0.36
H -1.31 -1.22 -2.00
H -2.65 -0.05 -2.00
H -1.07 0.43 -2.62
H -2.80 -0.49 0.26
*
```



Below is a 11-piece molecular cluster, C36H73N3O24 overall at a distorted geometry, with properties calculated with ωB97M-V/def2-TZVPD.

Calculated values
* E_HOMO: -9.3 eV
* ΔE to the lowest compared entry with this formula, charge and spin: 5.559 eV
* M: 931.98 g/mol
* SMILES: COC(=O)OC.COC(=O)OC.COC(=O)OC.COC(=O)OC.COC(=O)OC.COC(=O)OC.COCCOCCOC.COCCOCCOC.CC#N.CC#N.CC#N
* E: -3385.1752 a.u.

Structure (ORCA input):
```
! RIJCOSX wB97M-V def2-TZVPD def2/J DEFGRID3
* xyz 0 1
C -6.60 2.99 -7.73
O -7.55 2.40 -8.66
C -8.05 1.20 -8.34
O -7.68 0.53 -7.42
O -8.94 0.85 -9.22
C -9.77 -0.33 -8.98
H -6.80 4.04 -7.52
H -5.63 2.86 -8.19
H -6.52 2.54 -6.74
H -9.24 -1.29 -8.99
H -10.55 -0.24 -9.75
H -10.16 -0.26 -7.97
C -8.84 0.22 -0.34
O -8.83 -1.14 -0.06
C -9.92 -1.96 -0.17
O -10.98 -1.63 -0.63
O -9.52 -3.27 0.06
C -10.42 -4.36 -0.08
H -8.98 0.44 -1.40
H -8.00 0.80 0.05
H -9.61 0.75 0.22
H -11.11 -4.52 0.75
H -9.67 -5.14 0.03
H -10.88 -4.46 -1.07
C 7.39 3.04 -5.66
O 8.43 3.98 -5.65
C 8.81 4.58 -6.75
O 8.10 4.54 -7.77
O 9.90 5.27 -6.48
C 10.47 6.22 -7.41
H 7.78 2.29 -4.98
H 7.34 2.63 -6.67
H 6.38 3.38 -5.47
H 11.33 6.58 -6.85
H 9.86 6.98 -7.90
H 10.79 5.68 -8.30
C -5.57 7.65 -3.46
O -6.98 7.52 -3.27
C -7.77 8.48 -3.45
O -7.56 9.67 -3.53
O -9.07 7.92 -3.56
C -10.19 8.71 -3.83
H -5.15 6.64 -3.50
H -5.09 8.15 -2.62
H -5.27 8.17 -4.36
H -9.86 9.54 -4.45
H -10.54 9.04 -2.85
H -10.96 8.09 -4.29
C -1.58 -4.27 2.02
O -1.06 -5.52 2.47
C -1.28 -6.55 1.66
O -1.94 -6.56 0.62
O -0.55 -7.58 2.21
C -0.26 -8.84 1.48
H -1.36 -3.43 2.68
H -2.67 -4.31 1.99
H -1.24 -3.87 1.07
H 0.76 -9.10 1.77
H -0.24 -8.63 0.41
H -0.99 -9.59 1.77
C 4.25 -7.73 5.01
O 4.26 -8.72 6.00
C 3.61 -8.64 7.20
O 2.99 -7.64 7.54
O 3.77 -9.85 7.85
C 3.36 -10.03 9.24
H 4.55 -8.14 4.04
H 4.97 -6.95 5.28
H 3.30 -7.19 4.94
H 3.76 -10.98 9.60
H 2.28 -10.06 9.38
H 3.59 -9.23 9.94
C -2.72 -2.08 -2.44
O -2.01 -1.04 -1.77
C -1.40 -0.12 -2.66
C 0.07 0.38 -2.22
O 0.07 0.66 -0.80
C 1.25 1.21 -0.25
C 2.44 0.29 0.19
O 2.75 -0.79 -0.64
C 2.99 -1.98 0.08
H -3.26 -2.68 -1.71
H -2.09 -2.80 -2.97
H -3.50 -1.63 -3.06
H -2.09 0.68 -2.92
H -1.38 -0.51 -3.67
H 0.43 1.26 -2.75
H 0.79 -0.43 -2.30
H 0.86 1.58 0.70
H 1.50 2.15 -0.74
H 2.40 0.08 1.26
H 3.31 0.95 0.16
H 2.09 -2.53 0.34
H 3.47 -1.78 1.04
H 3.67 -2.60 -0.49
C 1.73 2.12 7.72
O 1.20 3.28 8.41
C 2.13 4.35 8.33
C 2.53 4.95 6.98
O 3.56 4.13 6.40
C 4.84 4.77 6.38
C 5.61 4.54 7.73
O 5.17 5.38 8.83
C 5.79 4.99 10.08
H 2.07 2.13 6.69
H 1.04 1.28 7.73
H 2.65 1.94 8.27
H 3.05 4.16 8.89
H 1.64 5.18 8.84
H 2.61 6.03 6.95
H 1.65 4.85 6.34
H 4.68 5.82 6.14
H 5.41 4.23 5.62
H 6.67 4.78 7.61
H 5.60 3.48 7.97
H 5.50 5.67 10.88
H 6.86 5.01 9.92
H 5.48 3.96 10.28
C 2.10 -0.35 -8.48
C 1.74 1.03 -8.34
N 1.40 2.10 -8.18
H 1.57 -0.78 -9.33
H 1.88 -0.91 -7.57
H 3.14 -0.52 -8.76
C 8.22 -2.49 5.90
C 8.85 -1.13 5.92
N 9.39 -0.09 5.95
H 8.71 -3.30 6.44
H 8.33 -2.88 4.88
H 7.15 -2.45 6.10
C 1.23 -6.24 -3.37
C 2.40 -5.57 -3.74
N 3.35 -4.98 -4.12
H 0.66 -6.89 -4.03
H 0.59 -5.43 -3.04
H 1.63 -6.85 -2.56
*
```



Below is an isolated ion of composition C6H10N4 and charge +2 at a distorted geometry, with properties calculated with ωB97M-V/def2-TZVPD.

Calculated values
* E_HOMO: -19.5 eV
* ΔE to the lowest compared entry with this formula, charge and spin: 4.776 eV
* M: 138.17 g/mol
* SMILES: C[N@@+]12N=CC[C@@H]1N=CC2=[NH2+]
* E: -452.8280 a.u.

Structure (ORCA input):
```
! RIJCOSX wB97M-V def2-TZVPD def2/J DEFGRID3
* xyz 2 1
C 1.79 0.74 0.24
N 0.49 0.23 -0.06
N -0.22 1.06 -0.99
C -0.73 0.42 -1.96
C -0.44 -1.10 -1.90
C 0.21 -1.23 -0.53
N -0.80 -1.82 0.31
C -1.16 -1.11 1.32
C -0.50 0.15 1.40
N -0.69 1.22 2.05
H 2.43 0.68 -0.68
H 1.68 1.63 0.77
H 2.47 0.28 1.04
H -1.25 1.06 -2.67
H -1.35 -1.56 -2.06
H 0.22 -1.03 -2.80
H 1.18 -1.78 -0.35
H -1.85 -1.35 2.13
H -1.52 1.49 2.58
H 0.03 2.00 2.17
*
```